## w
Below is C5H5BrO2 in the gas phase, with properties calculated with ωB97M-V with the def2-TZVPD basis set.

Geometry (Å):
O: 1.36 1.92 -0.16
C: 0.75 0.70 -0.06
Br: 2.68 -0.57 0.22
C: -0.18 0.66 1.07
C: -1.13 -0.30 1.08
C: -1.22 -1.12 -0.11
C: -0.59 -0.78 -1.24
O: 0.39 0.15 -1.34
H: 2.09 1.94 -0.81
H: 0.00 1.42 1.80
H: -1.80 -0.60 1.94
H: -1.68 -2.15 -0.19
H: -0.68 -1.27 -2.22

Properties
Kohn-Sham gap (alpha / beta): 8.525 / 8.525 eV
multiplicity: 1
SMILES: O[C@@]1(Br)C=CC=CO1



## x
Below is C5H5BrO2 in the gas phase, with properties calculated with ωB97M-V with the def2-TZVPD basis set.

Geometry (Å):
O: -1.32 -2.48 -0.09
C: -1.02 -1.34 -0.13
C: -0.56 -0.23 -1.01
C: -1.26 0.06 0.30
O: -0.53 0.76 1.24
C: 0.81 0.44 1.05
C: 1.11 0.21 -0.48
Br: 1.66 1.87 -1.33
H: -1.03 0.12 -1.85
H: -2.31 0.52 0.18
H: 1.11 -0.63 1.32
H: 1.45 1.27 1.38
H: 1.89 -0.58 -0.58

Properties
Kohn-Sham gap: 9.247 eV
multiplicity: 1
SMILES: O=C1[C@H]2[C@@H]1OC[C@@H]2Br



Which is most stable? The ranking, best first, is w, x.



## w
Below is a molecular structure, C4H10N4O2, with properties calculated with ωB97M-V with the def2-TZVPD basis set.

Geometry (Å):
C: -1.07 0.80 1.08
N: 1.57 0.11 0.08
C: 0.11 1.55 -1.43
C: 0.70 -0.78 0.52
C: -0.53 -0.49 1.17
N: -0.16 0.75 -2.48
N: 0.90 -2.09 0.05
N: -1.35 -1.58 1.47
O: 1.70 1.23 0.92
O: 0.84 2.51 -1.44
H: 2.04 1.91 0.31
H: -0.73 -0.07 -2.37
H: 0.37 0.86 -3.33
H: 0.10 -2.50 -0.42
H: 1.76 -2.18 -0.47
H: -2.09 -1.38 2.12
H: -0.85 -2.43 1.70
H: -2.12 0.90 1.35
H: -0.49 1.62 1.47
H: -0.69 1.27 -0.30

Properties
Kohn-Sham gap (alpha / beta): 7.617 / 7.616 eV
multiplicity: 1



## x
Below is 2 unconnected molecules or ions with the total composition C4H10N4O2, with properties calculated with ωB97M-V with the def2-TZVPD basis set.

Geometry (Å):
C: 1.09 1.79 -0.78
C: 0.50 -0.37 1.20
C: 0.48 0.46 -1.10
N: 1.55 -1.22 1.20
N: 1.07 -0.42 -1.81
O: 0.24 0.36 2.16
H: 2.23 -1.22 1.95
H: 1.75 -1.74 0.36
H: 0.48 -1.24 -1.99
H: 0.83 2.51 -1.56
H: 0.74 2.18 0.18
H: 2.17 1.69 -0.75
C: -1.27 -0.91 0.17
N: -1.02 0.41 -0.94
N: -2.19 -0.51 1.11
O: -1.21 -1.98 -0.39
H: -2.75 -1.28 1.45
H: -1.37 1.25 -0.49
H: -1.52 0.13 -1.78
H: -1.81 0.12 1.81

Properties
Kohn-Sham gap: 7.952 eV
multiplicity: 1



Which is most stable? The ranking, best first, is x, w.



## w
Below is 2 unconnected molecules or ions with the total composition C4H3F, with properties calculated with ωB97M-V with the def2-TZVPD basis set.

Geometry (Å):
C: -0.52 1.54 1.27
C: -0.24 0.65 2.04
F: -0.01 -0.24 2.95
H: -0.47 2.57 1.01
C: 0.11 -1.05 -2.41
C: 0.52 -1.13 -1.26
H: 0.05 -0.99 -3.42
H: 0.56 -1.37 -0.19

Properties
Kohn-Sham gap: 11.231 eV
multiplicity: 1
SMILES: C#CF.C#C



## x
Below is C4H3F in the gas phase, with properties calculated with ωB97M-V with the def2-TZVPD basis set.

Geometry (Å):
F: -0.13 -2.20 -0.22
C: 0.05 -0.88 -0.07
C: -0.58 0.36 -0.58
C: 0.82 0.39 -0.15
C: -0.27 0.30 0.92
H: -1.17 0.47 -1.51
H: 1.89 0.86 -0.21
H: -0.61 0.70 1.81

Properties
Kohn-Sham gap: 10.075 eV
multiplicity: 1
SMILES: F[C@]12[C@@H]3[C@H]1[C@@H]32



Which is most stable? The ranking, best first, is w, x.



## w
Below is 7 unconnected molecules or ions with the total composition C28H35F21O14, with properties calculated with ωB97M-V with the def2-TZVPD basis set.

Geometry (Å):
C: 0.44 0.33 -1.22
C: -0.39 1.26 -0.28
O: -0.99 2.19 -1.23
C: -1.69 3.22 -0.78
O: -2.02 3.39 0.37
C: -1.97 4.19 -2.01
F: -3.20 4.89 -1.76
F: -1.04 5.08 -2.22
F: -2.14 3.44 -3.14
H: 0.99 0.87 -2.03
H: -0.25 -0.27 -1.79
H: 1.22 -0.57 -0.84
H: 0.29 1.70 0.46
H: -0.89 0.86 0.35
C: -6.66 3.25 1.65
C: -5.28 3.07 2.31
O: -5.35 2.96 3.69
C: -4.30 2.63 4.44
O: -3.32 2.23 3.90
C: -4.43 2.85 5.94
F: -3.31 2.38 6.57
F: -4.65 4.15 6.07
F: -5.42 2.22 6.39
H: -7.49 2.54 1.75
H: -6.57 3.58 0.43
H: -6.97 4.28 2.15
H: -4.28 3.74 2.07
H: -5.05 2.08 2.03
C: 3.43 -3.36 -0.45
C: 2.82 -4.85 -0.18
O: 2.73 -5.41 -1.52
C: 2.33 -6.70 -1.77
O: 2.10 -7.62 -0.89
C: 2.14 -6.92 -3.29
F: 1.67 -5.74 -3.89
F: 3.24 -7.34 -3.93
F: 1.17 -7.85 -3.50
H: 2.70 -2.86 -1.08
H: 4.31 -3.86 -1.00
H: 3.57 -3.01 0.53
H: 1.93 -5.01 0.34
H: 3.47 -5.51 0.57
C: 3.12 4.86 -0.94
C: 3.26 3.55 -0.12
O: 2.45 3.59 1.12
C: 2.63 2.47 1.89
O: 3.23 1.48 1.59
C: 1.79 2.67 3.22
F: 0.66 3.33 2.86
F: 1.45 1.54 3.82
F: 2.51 3.41 4.11
H: 2.97 5.80 -0.31
H: 2.24 4.86 -1.49
H: 3.85 5.14 -1.66
H: 4.35 3.42 0.03
H: 2.79 2.72 -0.82
C: -2.76 -1.59 0.17
C: -3.08 -2.09 -1.18
O: -2.92 -1.10 -2.11
C: -3.31 -1.34 -3.38
O: -3.68 -2.40 -3.89
C: -3.13 -0.05 -4.33
F: -1.87 0.35 -4.27
F: -3.41 -0.69 -5.55
F: -3.95 1.01 -4.08
H: -3.38 -0.67 0.36
H: -1.70 -1.56 0.41
H: -3.39 -2.33 0.75
H: -4.11 -2.39 -1.04
H: -2.54 -2.94 -1.58
C: 4.25 -3.00 -4.08
C: 4.66 -1.86 -5.05
O: 4.30 -0.62 -4.48
C: 4.78 0.58 -5.18
O: 5.38 0.47 -6.18
C: 4.25 1.78 -4.44
F: 3.38 2.48 -5.16
F: 3.47 1.46 -3.39
F: 5.19 2.65 -4.02
H: 3.26 -2.83 -3.67
H: 4.74 -2.94 -3.03
H: 4.30 -3.89 -4.62
H: 4.09 -2.19 -5.94
H: 5.86 -1.66 -5.23
C: -2.09 -1.22 6.67
C: -1.88 -0.74 5.16
O: -0.61 -1.30 4.90
C: 0.07 -1.08 3.63
O: -0.57 -0.46 2.69
C: 1.38 -1.81 3.55
F: 2.31 -1.16 4.20
F: 1.37 -3.15 3.84
F: 1.76 -1.88 2.26
H: -1.20 -0.91 7.32
H: -1.84 -2.37 6.82
H: -3.05 -0.86 7.02
H: -1.89 0.31 5.03
H: -2.64 -1.39 4.59

Properties
Kohn-Sham gap: 10.854 eV
multiplicity: 1
SMILES: CCOC(=O)C(F)(F)F.CCOC(=O)C(F)(F)F.CCOC(=O)C(F)(F)F.CCOC(=O)C(F)(F)F.CCOC(=O)C(F)(F)F.CCOC(=O)C(F)(F)F.CCOC(=O)C(F)(F)F



## x
Below is 7 unconnected molecules or ions with the total composition C28H35F21O14, with properties calculated with ωB97M-V with the def2-TZVPD basis set.

Geometry (Å):
C: 7.79 17.90 16.30
C: 7.83 17.65 17.79
O: 9.21 17.93 18.21
C: 9.65 17.18 19.22
O: 8.99 16.43 19.80
C: 11.16 17.53 19.54
F: 11.87 16.44 19.80
F: 11.81 18.18 18.51
F: 11.17 18.36 20.54
H: 7.73 18.97 16.11
H: 7.01 17.35 15.81
H: 8.80 17.63 15.91
H: 7.46 16.66 18.10
H: 7.27 18.33 18.41
C: 12.25 21.86 16.66
C: 12.82 21.85 15.20
O: 11.89 22.59 14.30
C: 12.35 23.67 13.67
O: 13.30 24.31 13.96
C: 11.31 24.19 12.61
F: 10.55 23.16 12.30
F: 10.59 25.23 13.09
F: 11.78 24.58 11.45
H: 11.98 22.86 16.93
H: 13.03 21.48 17.37
H: 11.38 21.16 16.73
H: 12.82 20.79 14.86
H: 13.78 22.31 15.03
C: 13.13 15.65 14.82
C: 12.99 16.05 16.28
O: 14.00 16.98 16.75
C: 13.88 18.25 16.39
O: 13.11 18.70 15.53
C: 14.98 19.04 17.13
F: 14.82 18.86 18.47
F: 16.24 18.60 16.78
F: 15.01 20.31 16.84
H: 13.93 14.92 14.58
H: 13.22 16.48 14.16
H: 12.20 15.11 14.53
H: 13.08 15.19 16.99
H: 12.00 16.52 16.49
C: 9.43 20.11 13.32
C: 10.83 19.65 12.99
O: 10.86 18.49 12.01
C: 10.32 17.30 12.39
O: 9.90 17.01 13.50
C: 10.25 16.32 11.16
F: 11.31 16.45 10.37
F: 10.12 15.09 11.62
F: 9.17 16.54 10.39
H: 8.93 19.36 13.93
H: 8.88 20.31 12.41
H: 9.66 21.06 13.82
H: 11.38 19.44 13.94
H: 11.41 20.42 12.39
C: 16.98 13.33 14.56
C: 15.95 12.96 13.51
O: 15.88 14.10 12.57
C: 14.92 14.12 11.71
O: 14.14 13.26 11.45
C: 14.83 15.46 10.98
F: 14.03 15.36 9.86
F: 14.19 16.34 11.82
F: 16.04 15.98 10.67
H: 16.61 14.17 15.15
H: 17.88 13.60 14.04
H: 17.14 12.47 15.18
H: 14.88 12.89 13.80
H: 16.19 12.01 12.96
C: 11.49 10.47 12.70
C: 12.80 9.78 12.40
O: 13.63 9.80 13.53
C: 13.47 8.89 14.50
O: 12.66 8.06 14.50
C: 14.58 9.21 15.60
F: 14.85 10.45 15.84
F: 14.17 8.60 16.68
F: 15.70 8.59 15.15
H: 10.80 10.53 11.89
H: 11.72 11.48 12.99
H: 11.07 10.02 13.60
H: 13.28 10.50 11.77
H: 12.80 8.83 11.88
C: 14.09 19.66 11.17
C: 14.00 21.00 10.67
O: 14.98 21.10 9.59
C: 15.20 22.32 9.12
O: 14.69 23.33 9.40
C: 16.29 22.19 8.01
F: 16.34 23.30 7.25
F: 17.42 22.11 8.77
F: 16.32 21.13 7.18
H: 13.47 19.47 12.07
H: 15.09 19.43 11.50
H: 13.90 18.88 10.39
H: 14.20 21.76 11.40
H: 13.03 21.22 10.23

Properties
Kohn-Sham gap: 11.502 eV
multiplicity: 1
SMILES: CCOC(=O)C(F)(F)F.CCOC(=O)C(F)(F)F.CCOC(=O)C(F)(F)F.CCOC(=O)C(F)(F)F.CCOC(=O)C(F)(F)F.CCOC(=O)C(F)(F)F.CCOC(=O)C(F)(F)F



Which is most stable? The ranking, best first, is x, w.



## w
Below is a molecular structure, C6H17N3, with properties calculated with ωB97M-V with the def2-TZVPD basis set.

Geometry (Å):
C: -0.96 0.24 -1.53
C: -2.01 0.11 -0.43
C: -0.74 1.71 -1.90
C: -1.35 -0.57 -2.77
H: -0.02 -0.17 -1.14
H: -1.72 0.67 0.46
H: -2.15 -0.93 -0.14
H: -2.98 0.50 -0.77
H: 0.05 1.82 -2.65
H: -1.65 2.15 -2.31
H: -0.45 2.30 -1.02
H: -2.30 -0.21 -3.19
H: -0.59 -0.50 -3.55
H: -1.48 -1.63 -2.52
C: 2.53 -1.14 1.45
N: 1.27 -0.51 1.17
N: 1.32 0.89 1.20
C: 0.18 -0.78 2.80
N: 0.87 -0.86 3.80
H: 2.10 1.27 1.74
H: 1.32 1.27 0.25
H: 0.41 -0.88 4.71
H: -0.23 -0.79 1.79
H: 2.94 -0.87 2.44
H: 3.27 -0.86 0.69
H: 2.39 -2.23 1.43

Properties
Kohn-Sham gap: 8.680 eV
multiplicity: 1



## x
Below is 3 unconnected molecules or ions with the total composition C6H17N3, with properties calculated with ωB97M-V with the def2-TZVPD basis set.

Geometry (Å):
C: 1.29 -0.04 1.14
C: 1.23 1.02 2.22
N: 0.23 -0.97 1.17
N: 2.61 -0.60 0.99
H: 0.92 0.52 -0.13
H: 0.42 -1.81 0.64
H: -0.16 -1.14 2.09
H: 3.24 0.03 0.51
H: 2.69 -1.50 0.52
H: 1.64 1.97 1.89
H: 1.79 0.70 3.10
H: 0.20 1.20 2.53
C: -2.18 0.28 -0.16
C: -1.21 -1.67 -1.48
C: -1.05 -0.28 -0.96
N: -0.24 1.95 -1.64
C: -0.02 0.56 -1.41
H: 0.36 2.36 -2.35
H: -1.20 2.18 -1.87
H: 0.65 0.11 -2.15
H: -2.86 -0.50 0.18
H: -1.81 0.80 0.72
H: -2.11 -1.77 -2.10
H: -1.33 -2.38 -0.66
H: -0.36 -1.99 -2.08
H: -2.76 1.00 -0.74

Properties
Kohn-Sham gap: 7.481 eV
multiplicity: 1



Which is most stable? The ranking, best first, is x, w.